156
Properties=species:S:1:pos:R:3:forces:R:3 method="wB97M-V/def2-TZVPD" homo_lumo_gap_ha=0.35428 e_homo_ha=-0.34220 fmax_ev_per_a=2.204 e_above_lowest_ev=2.030 smiles=C1CCOC1.C1CCOC1.C1CCOC1.C1CCOC1.C1CCOC1.C1CCOC1.C1CCOC1.C1CCOC1.C1CCOC1.C1CCOC1.C1CCOC1.C1CCOC1 mol_weight_da=865.28 lumo_energy_ev=0.33
C -3.794569 2.877726 -3.540578 -0.56 0.24 0.00
C -2.417650 2.242219 -3.778873 0.08 -0.35 0.42
C -2.689973 1.103217 -4.785129 -0.54 0.81 -0.47
O -4.098818 1.174566 -5.054220 0.24 -0.90 -0.24
C -4.574212 2.473644 -4.771509 -0.16 -0.33 -0.52
H -3.815837 3.956571 -3.385221 0.33 0.00 -0.01
H -4.307418 2.427123 -2.689802 0.23 -0.04 0.15
H -2.031700 1.839140 -2.842114 0.16 0.11 0.00
H -1.697624 2.952570 -4.183617 0.00 0.02 0.09
H -2.447862 0.081954 -4.492505 -0.04 0.39 0.45
H -2.138209 1.284808 -5.711087 0.03 0.08 -0.13
H -5.655798 2.373183 -4.673160 0.01 0.11 0.40
H -4.433056 3.131475 -5.635172 0.37 0.19 -0.01
C 2.880275 3.024610 -2.211944 0.14 0.09 0.16
C 1.842731 2.936549 -1.059607 0.11 -0.54 -1.39
C 0.585685 3.553493 -1.731242 -0.07 -0.10 0.58
O 0.935234 3.955525 -3.043220 -0.29 1.38 0.02
C 2.024841 3.189803 -3.461542 0.16 -0.41 0.37
H 3.579572 2.195430 -2.326761 -0.12 -0.17 0.31
H 3.477486 3.917777 -2.022422 0.06 0.08 -0.36
H 2.223912 3.487511 -0.202245 -0.34 -0.14 0.17
H 1.634493 1.891994 -0.829330 0.09 0.07 0.38
H 0.236483 4.393803 -1.129414 -0.03 0.29 -0.38
H -0.256825 2.867014 -1.816905 0.19 -0.27 0.29
H 2.559213 3.675595 -4.277477 -0.20 0.09 -0.05
H 1.610535 2.234742 -3.801408 0.42 -0.31 -0.12
C 3.411810 -4.186591 2.499399 0.98 0.29 -0.48
C 2.036115 -3.999833 1.873185 0.48 0.40 -0.15
C 1.813083 -5.384310 1.289752 0.03 0.01 0.42
O 2.373109 -6.267311 2.258419 -0.95 -0.63 0.31
C 3.489518 -5.668483 2.870259 0.19 0.69 -0.03
H 3.653546 -3.511466 3.319750 -0.18 -0.05 0.07
H 4.167666 -4.007192 1.731390 -0.01 0.22 -0.07
H 2.095327 -3.208998 1.125255 -0.19 -0.04 -0.06
H 1.292792 -3.693673 2.609569 -0.17 -0.31 -0.03
H 2.357372 -5.540274 0.354285 -0.07 0.28 -0.25
H 0.759754 -5.620088 1.142119 0.07 -0.21 0.05
H 4.382855 -6.156547 2.475918 0.21 0.13 0.19
H 3.488456 -5.724412 3.960431 -0.34 -0.68 0.00
C 1.035548 2.424386 5.992538 -0.34 -0.41 1.48
C 0.808127 3.599715 5.041873 0.76 -0.15 -0.80
C -0.532210 3.283116 4.385542 0.16 0.01 0.71
O -0.571437 1.856596 4.374649 -0.56 0.39 -0.56
C -0.036828 1.387334 5.604371 0.40 0.22 -0.66
H 0.894630 2.676272 7.046189 -0.21 0.37 -0.04
H 2.018331 1.953432 6.027424 0.18 0.30 -0.68
H 1.567171 3.556990 4.257452 0.07 0.02 -0.05
H 0.881770 4.606212 5.451651 -0.18 -0.16 0.34
H -0.631954 3.703233 3.385511 0.06 -0.39 -0.15
H -1.345337 3.706826 4.982475 -0.23 -0.18 0.14
H 0.394584 0.413103 5.375325 -0.07 -0.07 0.21
H -0.826374 1.273411 6.349568 -0.02 0.06 0.08
C -0.417335 -0.086518 1.770548 -0.53 -0.48 0.15
C 0.209342 -0.606176 0.508516 0.55 -0.27 -0.60
C -0.566813 0.153393 -0.552870 -0.07 -0.29 0.22
O -0.810179 1.456090 0.008660 -0.29 -0.23 -0.23
C -0.793660 1.375893 1.436125 1.23 -1.79 0.35
H 0.243906 -0.193395 2.629719 -0.17 0.19 0.12
H -1.320025 -0.678512 1.937429 -0.07 0.06 0.30
H 0.121896 -1.685205 0.370125 -0.20 -0.04 0.09
H 1.285243 -0.416225 0.482099 0.03 0.36 -0.17
H -1.503912 -0.377641 -0.744577 -0.30 0.12 0.09
H -0.070151 0.182254 -1.523860 0.17 0.59 0.05
H -1.745617 1.566329 1.928326 0.04 0.72 -0.29
H 0.066154 1.919690 1.830005 -0.48 0.89 -0.07
C 1.294922 -0.518272 -5.052984 -0.37 -0.14 -0.36
C 2.458415 -1.427808 -5.326602 0.90 -0.12 0.14
C 2.470748 -1.550599 -6.828340 -0.79 0.59 -0.06
O 1.079012 -1.556114 -7.170896 -0.24 -0.66 -0.45
C 0.304313 -0.948245 -6.160823 0.15 0.76 0.96
H 1.655604 0.502941 -5.180724 -0.35 0.14 0.01
H 0.930284 -0.667840 -4.036695 -0.31 0.21 -0.06
H 2.331089 -2.428093 -4.911030 0.15 0.22 0.19
H 3.345610 -0.917287 -4.947976 0.32 -0.55 0.06
H 2.931583 -2.463477 -7.201427 0.01 0.09 -0.07
H 2.885955 -0.657332 -7.302182 0.47 -0.11 -0.05
H -0.426367 -1.624752 -5.712283 0.00 -0.32 -0.32
H -0.231917 -0.089953 -6.569604 -0.05 0.00 -0.10
C 1.525250 -2.586639 5.312379 -0.64 -0.37 -0.11
C 1.685975 -2.793496 6.821507 0.31 -0.34 -0.14
C 0.369681 -2.303462 7.396771 -0.84 0.04 -0.08
O -0.614758 -2.621108 6.405820 0.54 -0.14 -0.70
C 0.009527 -2.496211 5.126593 -0.61 0.43 -0.58
H 1.877141 -3.458112 4.762555 0.33 0.19 0.00
H 2.010703 -1.683694 4.942353 0.16 -0.05 0.07
H 2.618307 -2.317825 7.123991 -0.28 0.13 0.57
H 1.757247 -3.857562 7.048783 0.16 -0.02 -0.09
H 0.347376 -1.228249 7.594058 0.16 0.12 0.04
H -0.029917 -2.837986 8.258336 0.62 0.13 0.34
H -0.318900 -1.567449 4.651217 0.22 0.36 0.21
H -0.354682 -3.237529 4.412451 -0.17 -0.48 0.48
C 3.575915 1.231298 2.170681 -0.30 -0.17 0.36
C 3.867886 -0.269670 2.318025 -1.00 -0.45 0.33
C 5.387789 -0.425155 2.293807 -0.70 0.51 -0.57
O 5.853576 0.898739 2.089493 1.25 0.46 0.10
C 4.855283 1.735086 1.542826 -0.29 0.24 0.09
H 3.392022 1.650251 3.161246 0.25 0.26 -0.03
H 2.683122 1.444765 1.581544 0.03 -0.12 -0.13
H 3.279440 -0.795945 1.565061 0.45 -0.38 -0.11
H 3.556860 -0.642179 3.294900 -0.48 0.04 -0.11
H 5.775483 -1.080350 1.511320 -0.11 -0.08 -0.09
H 5.700165 -0.813501 3.263039 0.46 0.25 -0.05
H 4.810798 1.714387 0.449470 0.06 -0.50 -0.18
H 5.065309 2.781641 1.766415 0.26 -0.11 0.37
C -3.218055 -3.657373 -2.041056 0.23 1.03 0.14
C -3.800295 -2.675363 -3.043563 -1.82 0.39 -0.52
C -2.770143 -2.521850 -4.117801 0.67 0.31 0.15
O -1.578933 -2.465612 -3.303488 0.45 -0.02 -0.20
C -1.720898 -3.436716 -2.277583 0.00 -1.52 -0.32
H -3.560317 -4.669516 -2.248025 0.14 -0.01 0.12
H -3.448885 -3.361641 -1.018171 -0.36 -0.27 -0.02
H -3.950120 -1.656990 -2.681764 -0.05 -0.17 0.61
H -4.778566 -3.012988 -3.391002 0.03 0.06 -0.18
H -2.797028 -1.581784 -4.668805 -0.28 -0.16 0.22
H -2.788220 -3.285355 -4.900536 0.41 -0.55 0.34
H -1.218606 -3.216803 -1.335435 0.29 0.73 -0.30
H -1.298323 -4.382287 -2.630953 0.27 -0.05 -0.04
C -4.588976 0.933566 1.084331 -0.71 -0.13 -0.17
C -5.409869 1.866861 0.200756 0.03 0.46 0.53
C -6.018089 0.917451 -0.830175 0.84 0.41 0.39
O -6.219751 -0.300218 -0.114161 -0.57 -0.18 -0.06
C -5.483270 -0.310981 1.091410 1.00 0.33 0.46
H -4.512483 1.350183 2.088147 0.49 -0.11 -0.01
H -3.626052 0.712169 0.623073 0.13 0.17 0.17
H -4.802130 2.722026 -0.098096 -0.06 -0.20 -0.75
H -6.205335 2.318515 0.798340 -0.17 -0.16 0.06
H -5.299379 0.722329 -1.629568 -0.11 0.05 -0.27
H -6.952733 1.302754 -1.235085 -0.06 -0.27 -0.05
H -4.863609 -1.206877 1.159394 -0.21 -0.22 -0.13
H -6.097614 -0.263912 1.993371 -0.52 -0.19 -0.24
C 2.477423 -2.806128 -1.857551 0.44 -0.61 -1.05
C 3.977640 -2.867991 -1.717261 1.89 -0.10 0.59
C 4.546373 -3.275526 -3.072644 -1.54 1.15 -0.37
O 3.483158 -4.022240 -3.650810 -0.16 -1.28 -0.08
C 2.302714 -3.971792 -2.853439 -0.49 0.45 0.05
H 2.152568 -1.894685 -2.360103 -0.11 0.19 0.40
H 1.978931 -3.013664 -0.913869 -0.22 0.34 -0.14
H 4.257383 -3.682075 -1.043151 -0.18 0.05 0.32
H 4.519787 -1.982471 -1.379801 -0.39 0.18 0.24
H 5.509823 -3.783510 -3.065141 -0.22 -0.35 0.14
H 4.615202 -2.400484 -3.726063 0.52 0.17 0.13
H 2.076523 -4.890575 -2.306354 0.47 -0.32 -0.10
H 1.460721 -3.807624 -3.527364 -0.05 0.02 -0.03
C -2.016263 4.835241 0.919167 0.40 -0.54 -0.06
C -3.267386 4.807859 1.776817 -0.58 -0.01 0.15
C -4.073814 6.010889 1.216720 0.91 -0.54 0.01
O -3.520586 6.282674 -0.100690 -0.59 0.46 0.48
C -2.567243 5.300376 -0.426207 0.52 -0.70 0.69
H -1.519786 3.866688 0.844473 -0.13 -0.08 -0.06
H -1.264985 5.516581 1.323017 -0.13 0.30 -0.09
H -3.087756 4.873732 2.850661 0.15 0.36 -0.02
H -3.813858 3.867323 1.684763 0.00 -0.03 -0.42
H -3.893645 6.851193 1.888054 -0.10 0.35 -0.34
H -5.145580 5.826412 1.153724 0.00 -0.02 -0.14
H -1.770998 5.660108 -1.077726 -0.28 0.47 -0.07
H -3.031698 4.443425 -0.923900 -0.15 -0.06 -0.14